Computed, not measured: an isolated molecule of C2H2N4S in a non-equilibrium geometry, with ωB97M-V/def2-TZVPD.

* electronic energy: -694.5028 hartree
* energy above the lowest of the compared OMol25 structures with the same formula, charge and spin: 144.3 kJ/mol
* SMILES string: S=c1cn[nH]nn1
* frontier orbital gap: 0.2958 Eh
* charge: 0
* LUMO energy: -0.8 eV

Cartesian coordinates (Å):
S  1.42976  -2.36246  0.16027
N  1.40399  0.31116  0.51814
C  0.82023  -0.89555  0.06273
N  -1.14727  0.30159  -0.48135
N  0.66990  1.38710  0.59378
N  -0.51226  1.41660  0.09617
H  -1.14935  2.25399  0.42372
C  -0.55126  -0.78708  -0.42705
H  -0.96373  -1.62535  -0.94641


Computed, not measured: a cluster of 2 separate species, C2H2N5 in total in a non-equilibrium geometry, with ωB97M-V/def2-TZVPD.

* electronic energy: -350.4160 hartree
* energy above the lowest of the compared OMol25 structures with the same formula, charge and spin: 1129.6 kJ/mol
* frontier orbital gap (alpha / beta): 0.2369 / 0.1479 Eh
* charge: +1
* LUMO energy (alpha / beta): -6.9 / -7.7 eV

Cartesian coordinates (Å):
N  -1.03488  -2.10471  -1.42871
N  -2.15303  -1.73990  -0.98835
N  0.27299  -0.45883  -0.56675
C  1.86681  2.55935  1.50807
H  0.99237  2.93383  2.07973
C  0.52525  0.60242  -0.12836
H  -0.96689  -2.95249  -2.00468
N  0.15881  -1.51988  -1.24228
N  -3.07554  -1.28429  -0.55089


Computed, not measured: a cluster of 2 separate species, C2H2N5OS in total in a non-equilibrium geometry, with ωB97M-V/def2-TZVPD.

* electronic energy: -824.6748 hartree
* energy above the lowest of the compared OMol25 structures with the same formula, charge and spin: 0.0 kJ/mol
* frontier orbital gap: 0.3079 Eh
* charge: -1
* LUMO energy: 3.0 eV

Cartesian coordinates (Å):
H  0.30641  -0.85241  -1.74539
O  0.23163  -3.60640  -3.70390
C  -1.13346  1.01886  0.64615
N  -0.13468  0.26967  0.26832
N  -1.59301  0.53737  -1.30591
N  0.86988  -1.70497  -2.50590
N  -2.07266  1.22193  -0.28832
H  -0.48677  0.94283  2.82410
C  0.48090  -2.61805  -3.13156
S  -1.18213  1.88069  2.15320
N  -0.42880  0.00677  -0.93439


Computed, not measured: a structure of composition C2H2NO2S in a non-equilibrium geometry, with ωB97M-V/def2-TZVPD.

* electronic energy: -680.5973 hartree
* energy above the lowest of the compared OMol25 structures with the same formula, charge and spin: 314.7 kJ/mol
* expectation value of S²: 2.008
* multiplicity: 3
* frontier orbital gap (alpha / beta): 0.1866 / 0.3123 Eh
* charge: -1
* LUMO energy (alpha / beta): 4.2 / 3.1 eV

Cartesian coordinates (Å):
H  1.56141  -0.67258  1.28747
S  -0.91997  -0.00564  -0.19165
N  1.39300  0.64951  -0.49481
C  1.25545  0.16400  0.68910
O  -2.42053  0.19512  -0.31467
H  -0.56157  -0.01783  -1.56998
O  -0.54961  -1.40654  0.10902
C  0.24181  1.09396  0.48551


Computed, not measured: the ion C2H2NO2S2 with charge -1 in a non-equilibrium geometry, with ωB97M-V/def2-TZVPD.

* electronic energy: -1079.0143 hartree
* energy above the lowest of the compared OMol25 structures with the same formula, charge and spin: 274.1 kJ/mol
* frontier orbital gap (alpha / beta): 0.1530 / 0.1531 Eh
* charge: -1
* LUMO energy (alpha / beta): 1.5 / 1.5 eV

Cartesian coordinates (Å):
S  -2.40781  -1.68378  -0.69645
O  -0.52019  -0.47619  1.61018
H  -1.36545  0.60167  -1.01701
N  0.95597  0.35473  0.10827
O  3.13103  1.42489  0.55296
C  -1.03461  -0.48463  -0.74902
C  -0.23213  -0.18693  0.49534
H  -0.29940  -0.73225  -1.42231
S  1.77259  1.18248  1.11804


Computed, not measured: the ion C2H2NO3 with charge -1 in a non-equilibrium geometry, with ωB97M-V/def2-TZVPD.

* electronic energy: -357.9820 hartree
* energy above the lowest of the compared OMol25 structures with the same formula, charge and spin: 44.9 kJ/mol
* SMILES string: O=CNC(=O)[O-]
* frontier orbital gap: 0.3301 Eh
* charge: -1
* LUMO energy: 4.3 eV

Cartesian coordinates (Å):
H  -0.31458  -1.39145  1.11267
O  0.96105  -2.10488  -0.24919
C  -0.42819  1.29092  0.11405
H  0.70047  0.10941  -1.17772
C  0.21324  -1.22625  0.15937
O  -1.09727  1.94848  -0.66631
N  -0.05834  -0.08575  -0.52386
O  0.02362  1.45953  1.23099


Computed, not measured: the ion C2H2NO3S with charge -1 in a non-equilibrium geometry, with ωB97M-V/def2-TZVPD.

* electronic energy: -756.1007 hartree
* energy above the lowest of the compared OMol25 structures with the same formula, charge and spin: 103.0 kJ/mol
* SMILES string: O=C(O)C(=S)N[O-]
* frontier orbital gap (alpha / beta): 0.2674 / 0.2674 Eh
* charge: -1
* LUMO energy (alpha / beta): 3.7 / 3.7 eV

Cartesian coordinates (Å):
C  1.34147  -0.22541  -0.08981
H  -0.22491  1.29556  0.20312
H  -0.12605  -1.59806  0.07328
S  2.50446  -1.37770  0.08145
O  0.59539  1.91134  0.30030
C  1.65932  1.19605  -0.04297
O  -1.06204  0.22536  -0.14132
N  0.01863  -0.52998  -0.06606
O  2.77813  1.65574  -0.20049


Computed, not measured: a structure of composition C2H2NO3S in a non-equilibrium geometry, with ωB97M-V/def2-TZVPD.

* electronic energy: -755.9315 hartree
* energy above the lowest of the compared OMol25 structures with the same formula, charge and spin: 202.1 kJ/mol
* expectation value of S²: 2.018
* multiplicity: 3
* frontier orbital gap (alpha / beta): 0.2381 / 0.2336 Eh
* charge: -1
* LUMO energy (alpha / beta): 3.8 / 1.5 eV

Cartesian coordinates (Å):
H  1.69859  0.48463  -0.72996
O  1.50161  -2.02018  0.00183
O  -0.63901  -1.42088  -0.06822
O  -3.03581  0.81119  0.19740
C  1.07003  0.35707  0.10090
H  1.16690  1.06150  0.82664
N  -0.76338  1.35249  -0.68682
C  0.56399  -1.22037  0.01984
S  -1.56292  0.59456  0.33838


Computed, not measured: the ion C2H2NO4S2 with charge -1 in a non-equilibrium geometry, with ωB97M-V/def2-TZVPD.

* electronic energy: -1229.4728 hartree
* energy above the lowest of the compared OMol25 structures with the same formula, charge and spin: 246.2 kJ/mol
* SMILES string: O=C([O-])C(S)(S)[N+](=O)[O-]
* frontier orbital gap: 0.2956 Eh
* charge: -1
* LUMO energy: 3.2 eV

Cartesian coordinates (Å):
C  -1.12258  0.13498  -0.73454
O  -1.48824  -0.99166  -1.09740
H  -0.81418  -1.92214  0.08895
S  -0.38235  -1.56741  1.36939
O  1.78839  -1.27024  -0.55274
C  -0.13931  -0.02920  0.60391
H  0.15762  2.24755  0.67324
O  -1.32571  1.30641  -0.96561
S  0.01159  1.30942  1.67701
N  1.45615  -0.13193  -0.28591
O  1.85861  0.91422  -0.77628


Computed, not measured: a cluster of 2 separate species, C2H2O in total in a non-equilibrium geometry, with ωB97M-V/def2-TZVPD.

* electronic energy: -152.3396 hartree
* energy above the lowest of the compared OMol25 structures with the same formula, charge and spin: 316.1 kJ/mol
* expectation value of S²: 2.014
* multiplicity: 3
* frontier orbital gap (alpha / beta): 0.4160 / 0.2606 Eh
* charge: 0
* LUMO energy (alpha / beta): 1.0 / -3.4 eV

Cartesian coordinates (Å):
H  -1.66723  -0.55089  0.60566
O  -1.93869  -0.04755  -0.11096
C  1.23871  0.07227  -0.04060
C  0.12856  0.23899  -0.36290
H  2.23866  0.28718  -0.09120


Computed, not measured: a cluster of 2 separate species, C2H2O2 in total in a non-equilibrium geometry, with ωB97M-V/def2-TZVPD.

* electronic energy: -227.7117 hartree
* energy above the lowest of the compared OMol25 structures with the same formula, charge and spin: 357.3 kJ/mol
* frontier orbital gap (alpha / beta): 0.2604 / 0.3395 Eh
* charge: 0
* LUMO energy (alpha / beta): -0.3 / 0.6 eV

Cartesian coordinates (Å):
H  2.16640  1.31904  -0.47303
C  1.98846  0.21963  -0.08160
O  0.95011  -0.29133  0.17561
C  -1.49712  -0.27383  0.10233
H  -1.09230  -1.05605  0.64750
O  -2.51555  0.08254  -0.37081


Computed, not measured: an isolated molecule of C2H2O2, with ωB97M-V/def2-TZVPD.

* electronic energy: -227.7484 hartree
* energy above the lowest of the compared OMol25 structures with the same formula, charge and spin: 260.8 kJ/mol
* frontier orbital gap: 0.3477 Eh
* charge: 0
* LUMO energy: -0.1 eV

Cartesian coordinates (Å):
C  -0.90291  0.34740  -0.23252
H  -1.98750  0.32370  -0.45826
O  1.49430  -0.67962  -0.70441
C  0.82906  -0.06837  0.07102
O  -0.54334  -0.61287  0.52521
H  1.11039  0.68977  0.79897


Computed, not measured: a structure of composition C2H2O2 in a non-equilibrium geometry, with ωB97M-V/def2-TZVPD.

* electronic energy: -227.7320 hartree
* energy above the lowest of the compared OMol25 structures with the same formula, charge and spin: 304.1 kJ/mol
* frontier orbital gap (alpha / beta): 0.3276 / 0.3276 Eh
* charge: 0
* LUMO energy (alpha / beta): 0.7 / 0.7 eV

Cartesian coordinates (Å):
H  -1.91305  0.06613  0.01164
O  -0.01987  0.94436  0.07401
C  1.04675  -0.01774  0.24944
O  -0.06545  -1.04245  0.06047
H  1.85548  0.03261  -0.45424
C  -0.90388  0.01710  0.05869


Computed, not measured: a cluster of 2 separate species, C2H2O2S in total in a non-equilibrium geometry, with ωB97M-V/def2-TZVPD.

* electronic energy: -625.9653 hartree
* energy above the lowest of the compared OMol25 structures with the same formula, charge and spin: 254.8 kJ/mol
* frontier orbital gap: 0.3324 Eh
* charge: 0
* LUMO energy: -1.3 eV

Cartesian coordinates (Å):
C  1.56939  0.22724  -0.22747
O  -1.19793  -2.01782  0.53099
O  -1.51545  0.07493  -0.53769
S  -1.84231  -0.71223  0.60125
H  -0.04757  1.79002  -0.08483
H  2.33437  -0.43571  -0.24352
C  0.69950  1.07356  -0.03872


Computed, not measured: a structure of composition C2H2O2Sm in a non-equilibrium geometry, with ωB97M-V/def2-TZVPD.

* electronic energy: -885.4167 hartree
* expectation value of S²: 9.070
* multiplicity: 6
* frontier orbital gap (alpha / beta): 0.2751 / 0.3131 Eh
* charge: +1
* LUMO energy (alpha / beta): -5.7 / -5.5 eV

Cartesian coordinates (Å):
O  -0.57216  -0.51315  0.57902
C  -1.09605  1.45739  -0.89661
H  -1.36148  2.27601  -1.54065
O  3.55204  -1.22730  0.01600
Sm  1.70619  -1.66701  0.86364
C  -0.94362  0.50008  -0.18254
H  -1.28492  -0.82603  1.16115


Computed, not measured: an isolated molecule of C2H2O3 in a non-equilibrium geometry, with ωB97M-V/def2-TZVPD.

* electronic energy: -302.8902 hartree
* energy above the lowest of the compared OMol25 structures with the same formula, charge and spin: 630.5 kJ/mol
* SMILES string: OC#COO
* frontier orbital gap: 0.3272 Eh
* charge: 0
* LUMO energy: 0.0 eV

Cartesian coordinates (Å):
H  0.15365  -2.27665  -0.07980
O  0.21722  -1.94086  -1.02221
H  0.90427  2.03434  1.37154
C  -0.40057  0.24682  -0.61758
O  0.01861  2.01867  0.98699
O  -0.78276  -0.92433  -1.10058
C  -0.11041  0.84201  0.46164


Computed, not measured: an isolated molecule of C2H2O3S in a non-equilibrium geometry, with ωB97M-V/def2-TZVPD.

* electronic energy: -701.1587 hartree
* energy above the lowest of the compared OMol25 structures with the same formula, charge and spin: 477.2 kJ/mol
* frontier orbital gap (alpha / beta): 0.3179 / 0.2209 Eh
* charge: 0
* LUMO energy (alpha / beta): -0.5 / -2.1 eV

Cartesian coordinates (Å):
O  0.12828  -0.25580  -0.33614
C  1.37694  -0.28224  -0.12068
O  -1.93360  0.21183  -0.03364
O  -0.51053  1.93406  0.35758
H  1.91185  0.17806  0.72479
C  -0.82457  0.83783  0.05170
S  -1.81550  -1.48817  0.17229
H  1.66713  -1.13558  -0.81589


Computed, not measured: a cluster of 2 separate species, C2H2O3S in total in a non-equilibrium geometry, with ωB97M-V/def2-TZVPD.

* electronic energy: -701.1562 hartree
* energy above the lowest of the compared OMol25 structures with the same formula, charge and spin: 483.5 kJ/mol
* frontier orbital gap (alpha / beta): 0.2610 / 0.2611 Eh
* charge: 0
* LUMO energy (alpha / beta): -0.7 / -0.7 eV

Cartesian coordinates (Å):
C  1.13737  0.93921  -0.31691
H  -2.11363  -1.03657  0.08660
O  0.78333  2.03089  -0.13663
C  -1.35539  -0.30699  0.20661
H  -1.60062  0.25393  1.18894
S  1.54615  -1.62900  -0.12265
O  -0.37649  -0.26006  -0.58109
O  1.97928  0.00859  -0.32487


Computed, not measured: a structure of composition C2H2O4Rh in a non-equilibrium geometry, with ωB97M-V/def2-TZVPD.

* electronic energy: -488.4318 hartree
* energy above the lowest of the compared OMol25 structures with the same formula, charge and spin: 0.0 kJ/mol
* expectation value of S²: 6.010
* multiplicity: 5
* frontier orbital gap (alpha / beta): 0.3241 / 0.2416 Eh
* charge: +1
* LUMO energy (alpha / beta): -5.2 / -8.8 eV

Cartesian coordinates (Å):
C  2.03743  0.63599  -0.04513
O  3.15787  1.07922  -0.32509
O  1.79181  -0.64039  0.17368
H  -3.48740  -0.65843  -1.28359
C  -2.75718  -0.05894  -0.71503
Rh  -0.05218  -0.19848  0.44691
O  0.94801  1.38208  -0.00530
H  -2.93232  1.02608  -0.61986
O  -1.84205  -0.60787  -0.12061


Computed, not measured: an isolated molecule of C2H2O4S in a non-equilibrium geometry, with ωB97M-V/def2-TZVPD.

* electronic energy: -776.2817 hartree
* energy above the lowest of the compared OMol25 structures with the same formula, charge and spin: 629.1 kJ/mol
* frontier orbital gap (alpha / beta): 0.3280 / 0.2407 Eh
* charge: 0
* LUMO energy (alpha / beta): -1.7 / -2.2 eV

Cartesian coordinates (Å):
S  1.41821  0.73254  0.14614
O  1.84611  2.04333  -0.07843
O  -1.25317  -1.78672  -0.04054
H  -2.21426  -0.07088  0.00071
O  2.32143  -0.32449  -0.11964
O  -0.18827  -2.51733  0.06780
H  -0.44925  1.75481  0.08717
C  -0.29002  0.64368  -0.07226
C  -1.19078  -0.47496  0.00905